(1)
Here is the ion C5H14N3S with charge +1 from OMol25. Energies are from ωB97M-V with the def2-TZVPD basis set.

The geometry in XYZ format:
```
23
Properties=species:S:1:pos:R:3:forces:R:3
N 3.038 -0.798 0.513 -0.197 0.088 0.203
C 2.094 -0.411 -0.511 0.058 -0.063 -0.056
C 0.653 -0.077 -0.051 -0.072 0.002 -0.002
C 0.382 1.405 -0.227 0.109 -0.057 0.032
N -1.079 1.717 0.091 -0.008 0.105 -0.004
C -1.915 0.538 0.526 -0.085 -0.047 0.022
C -1.676 -0.732 -0.302 -0.058 0.057 0.047
S -2.019 -2.091 0.889 0.102 0.005 -0.030
N -0.353 -0.723 -0.887 0.019 -0.036 0.082
H 2.710 -1.589 1.057 0.080 -0.001 -0.076
H 3.240 -0.043 1.158 0.067 -0.039 -0.058
H 2.517 0.443 -1.047 -0.031 -0.053 -0.043
H 2.029 -1.221 -1.242 0.007 0.031 0.005
H 0.559 -0.373 1.004 0.039 0.015 -0.021
H 1.009 2.049 0.387 -0.056 -0.035 0.076
H 0.527 1.644 -1.277 0.020 0.085 -0.002
H -1.112 2.394 0.852 -0.033 0.040 -0.079
H -1.507 2.181 -0.711 0.006 -0.129 -0.032
H -2.958 0.839 0.471 0.003 0.020 0.042
H -1.668 0.373 1.574 0.069 -0.013 -0.015
H -2.421 -0.798 -1.093 0.052 -0.017 -0.031
H -1.976 -3.064 -0.031 -0.088 -0.013 0.006
H -0.075 -1.663 -1.142 -0.003 0.056 -0.066
```
Positions in Å, forces in eV/Å.

Gap between HOMO and LUMO, eV: 9.31
Multiplicity: 1
Total charge: +1
E_HOMO, Ha: -0.4695
SMILES: NC[C@H]1C[NH2+]C[C@H](S)N1
Energy above the lowest of the compared OMol25 structures with the same formula, charge and spin, kJ/mol: 0.0

(2)
Here is a cluster of 2 separate species, C5H14N3Si in total at a distorted geometry from OMol25. Energies are from ωB97M-V with the def2-TZVPD basis set.

The geometry in XYZ format:
```
23
Properties=species:S:1:pos:R:3:forces:R:3
C 0.012 0.601 -0.601 1.766 4.277 -1.263
C -1.023 -1.349 0.610 -0.577 2.695 0.784
C -2.359 -1.076 1.338 -1.687 -1.690 -1.352
C 1.605 1.980 -1.756 1.604 -0.368 -3.250
C 0.148 -3.411 -0.227 -0.666 -0.021 -1.395
N -0.735 -0.290 -0.364 -2.639 -4.689 1.365
N 0.418 1.679 -1.005 0.679 -1.306 1.368
N -1.026 -2.580 -0.152 -0.493 -0.591 -0.058
Si 1.643 4.110 0.999 0.787 2.695 -1.603
H -0.334 -1.391 1.442 0.970 -0.442 -0.315
H -2.735 -2.029 1.850 0.524 1.064 -0.832
H -3.117 -0.775 0.532 0.845 -0.195 1.463
H -2.279 -0.367 2.160 0.260 0.342 -0.460
H 2.284 2.854 -1.501 -1.789 -0.805 -0.071
H 2.373 1.175 -1.865 -0.880 -0.038 0.657
H 1.221 2.033 -2.841 0.787 0.638 1.481
H 0.508 -3.226 -1.281 -0.036 -0.750 0.782
H 0.845 -3.025 0.455 1.067 0.525 0.818
H -0.011 -4.483 0.020 -0.324 0.595 -0.611
H -1.859 -2.793 -0.741 0.720 0.270 0.463
H 1.542 2.926 1.630 -0.435 -2.717 1.457
H 1.431 5.334 1.759 -0.204 0.114 0.064
H 1.448 4.104 -0.462 -0.279 0.399 0.505
```
Positions in Å, forces in eV/Å.

Gap between HOMO and LUMO (spin up / spin down), eV: 6.34 / 5.43
Multiplicity: 3
Total charge: +1
E_HOMO (spin up / spin down), Ha: -0.3463 / -0.4846
Energy above the lowest of the compared OMol25 structures with the same formula, charge and spin, kJ/mol: 0.0

(3)
Here is a cluster of 2 separate species, C5H14N4 in total at a distorted geometry from OMol25. Energies are from ωB97M-V with the def2-TZVPD basis set.

The geometry in XYZ format:
```
23
Properties=species:S:1:pos:R:3:forces:R:3
C 1.116 -0.166 0.853 -0.385 -1.913 0.285
C 4.295 1.043 -0.203 0.869 2.469 -0.722
C -4.276 0.862 -0.265 0.103 1.783 -1.626
C -0.891 -1.418 0.837 -1.513 -0.425 -0.743
C 0.248 -0.869 -1.373 -0.999 -3.085 0.581
N 2.297 0.171 0.483 -1.786 0.851 -0.597
N 3.481 0.084 0.421 -0.019 -1.958 0.394
N -3.127 1.120 0.271 -0.266 -0.365 0.612
N 0.141 -0.749 0.078 1.319 1.275 1.330
H 0.952 -0.151 1.950 -0.166 0.525 -0.751
H 4.272 2.023 0.416 -0.256 -1.256 -1.227
H 5.311 0.650 -0.065 -0.284 0.299 -0.705
H 3.958 1.189 -1.322 0.797 -0.110 2.234
H -4.765 1.504 -1.140 1.547 -0.978 2.080
H -4.886 0.030 0.006 0.030 -0.739 0.557
H -0.605 -2.370 1.137 1.237 -1.743 0.997
H -1.209 -0.909 1.730 0.063 0.559 0.350
H -1.782 -1.773 0.285 0.302 1.168 -0.473
H -2.637 0.569 1.048 -1.464 0.628 -1.431
H -0.604 -1.530 -1.726 1.004 0.985 0.370
H 0.174 0.079 -1.757 -0.142 2.219 -1.350
H 1.155 -1.363 -1.700 0.258 -0.021 0.083
H -2.618 1.974 0.034 -0.250 -0.168 -0.249
```
Positions in Å, forces in eV/Å.

Gap between HOMO and LUMO, eV: 7.59
Multiplicity: 1
Total charge: +2
E_HOMO, Ha: -0.5922
Energy above the lowest of the compared OMol25 structures with the same formula, charge and spin, kJ/mol: 443.8

(4)
Here is a cluster of 2 separate species, C5H14N4O2 in total at a distorted geometry from OMol25. Energies are from ωB97M-V with the def2-TZVPD basis set.

The geometry in XYZ format:
```
25
Properties=species:S:1:pos:R:3:forces:R:3
H 2.408 -2.323 -0.045 1.056 1.107 -0.386
N 2.872 -1.393 -0.258 -1.234 -0.698 1.413
C 2.421 -0.577 0.624 -1.448 0.550 -0.988
N 1.582 -0.804 1.719 0.361 0.709 -0.040
O 2.536 0.792 0.457 -0.212 -0.765 1.671
C 2.592 1.297 -0.834 0.969 -0.109 -2.469
H 0.981 -0.042 2.033 0.633 -0.326 -0.387
H 1.204 -1.712 1.916 0.243 -0.291 -0.281
H 2.324 2.386 -0.859 -0.168 -1.158 0.347
H 3.636 1.247 -1.234 -0.673 -0.042 0.290
H 1.980 0.652 -1.541 0.568 1.059 0.770
C -2.400 1.712 0.652 1.129 -0.730 -0.250
N -2.719 0.526 -0.190 -0.677 0.375 1.121
N -2.258 -0.711 0.388 -1.163 1.576 -0.085
C -1.308 -1.457 -0.276 -0.154 -0.907 0.334
C -0.448 -0.769 -1.293 0.219 1.200 0.059
O -1.191 -2.629 0.013 0.307 -0.411 0.247
H -1.319 1.894 0.748 -0.152 -0.554 -0.155
H -2.792 1.663 1.668 -0.313 0.086 -0.001
H -2.731 2.559 0.091 -0.681 0.642 -0.053
H -3.768 0.536 -0.198 1.335 -0.607 -0.302
H -2.904 -1.121 1.085 1.055 -0.166 -0.825
H 0.273 -0.066 -0.787 -1.174 -0.402 -0.519
H 0.172 -1.400 -1.919 -0.161 -0.687 0.397
H -1.144 -0.260 -1.962 0.335 0.548 0.088
```
Positions in Å, forces in eV/Å.

Gap between HOMO and LUMO, eV: 10.08
Multiplicity: 1
E_HOMO, Ha: -0.3476
SMILES: [H]/N=C(\N)OC.CNNC(C)=O
Energy above the lowest of the compared OMol25 structures with the same formula, charge and spin, kJ/mol: 0.0

(5)
Here is a cluster of 2 separate species, C5H14N4O3S in total at a distorted geometry from OMol25. Energies are from ωB97M-V with the def2-TZVPD basis set.

The geometry in XYZ format:
```
27
Properties=species:S:1:pos:R:3:forces:R:3
C -1.506 1.487 0.485 0.497 -1.268 -2.288
C -0.028 -1.556 1.469 0.511 1.781 2.104
C 2.127 -0.409 1.080 0.728 1.093 2.747
C 1.469 0.061 -1.580 -0.899 0.946 -0.480
C 0.492 -0.632 -0.680 2.494 1.289 0.646
N -0.346 2.010 0.885 1.597 3.175 3.100
N -1.399 0.728 -0.636 0.459 -1.040 -0.471
N 0.892 -0.842 0.569 -3.844 -1.750 -1.610
N 0.857 0.650 -2.784 -0.581 -0.324 -0.577
O -3.157 -0.661 0.518 0.004 -4.322 -1.894
O -2.506 1.659 1.125 -2.524 1.059 1.956
O -2.087 -1.518 -1.446 0.472 -1.407 -0.678
S -2.698 -0.297 -0.988 -0.181 2.259 0.762
H -0.473 -0.835 2.230 0.944 -0.515 -0.729
H -0.921 -1.985 1.100 -0.436 -0.548 -1.484
H 0.590 -2.263 1.986 -0.040 -0.622 0.455
H 2.089 0.677 1.270 0.376 -0.234 -0.315
H 2.354 -0.825 2.119 -0.614 0.148 -1.538
H 2.910 -0.700 0.424 0.890 0.018 -0.440
H 2.083 0.777 -1.020 -0.364 0.348 -0.441
H 2.197 -0.686 -1.867 0.199 -0.510 -0.329
H -0.161 -1.188 -1.286 -1.393 -1.043 0.617
H 0.449 2.031 0.306 0.621 -0.076 -0.980
H -0.389 2.850 1.545 -0.172 -1.940 -1.342
H 0.197 1.395 -2.551 0.408 -0.222 0.401
H 0.232 0.005 -3.331 1.205 0.353 0.999
H -3.268 0.065 1.058 -0.357 3.352 1.808
```
Positions in Å, forces in eV/Å.

Gap between HOMO and LUMO, eV: 8.72
Multiplicity: 1
E_HOMO, Ha: -0.3072
Energy above the lowest of the compared OMol25 structures with the same formula, charge and spin, kJ/mol: 143.0

(6)
Here is a cluster of 2 separate species, C5H14NO in total from OMol25. Energies are from ωB97M-V with the def2-TZVPD basis set.

The geometry in XYZ format:
```
21
Properties=species:S:1:pos:R:3:forces:R:3
C 0.477 0.556 2.429 -0.138 -0.039 -0.353
C 1.725 0.279 -1.270 0.378 -0.483 0.482
C 1.349 0.991 0.016 -0.006 0.509 0.725
C 1.296 0.054 1.234 -0.595 0.164 -0.165
H 0.927 1.421 2.923 0.017 0.050 0.050
H 0.360 -0.254 3.153 0.158 0.089 0.139
H -0.535 0.803 2.103 0.076 0.082 -0.117
H 1.941 0.981 -2.070 -0.001 0.016 -0.197
H 0.924 -0.406 -1.553 -0.179 0.238 -0.009
H 2.608 -0.347 -1.087 0.170 0.121 -0.188
H 0.366 1.436 -0.129 -0.128 -0.079 0.103
H 2.046 1.811 0.260 0.028 -0.044 -0.275
H 0.751 -0.820 0.871 0.323 -0.268 0.088
H 2.308 -0.167 1.594 0.030 -0.299 -0.264
N -2.943 -0.611 -1.917 -0.025 -0.022 -0.245
C -1.952 -1.265 -0.977 0.191 0.757 0.474
O -1.232 -0.348 -0.306 -0.132 -0.272 -0.154
H -3.885 -0.653 -1.541 0.066 -0.043 0.191
H -2.661 0.362 -1.823 -0.047 0.014 -0.114
H -2.550 -1.905 -0.283 -0.046 -0.342 -0.265
H -1.318 -1.917 -1.625 -0.141 -0.149 0.092
```
Positions in Å, forces in eV/Å.

Gap between HOMO and LUMO, eV: 6.91
Multiplicity: 1
Total charge: -1
E_HOMO, Ha: -0.0984
Energy above the lowest of the compared OMol25 structures with the same formula, charge and spin, kJ/mol: 20.2

(7)
Here is a cluster of 2 separate species, C5H14NO in total from OMol25. Energies are from ωB97M-V with the def2-TZVPD basis set.

The geometry in XYZ format:
```
21
Properties=species:S:1:pos:R:3:forces:R:3
C -1.487 0.748 -1.966 0.541 -0.120 -0.011
O -0.282 0.166 -1.790 -0.273 -0.070 -0.031
C -2.504 0.430 -0.856 -0.399 -0.173 0.009
H -1.981 0.430 -2.927 -0.144 0.172 -0.079
H -1.406 1.867 -2.029 -0.203 0.060 -0.060
H -3.479 0.918 -1.025 0.079 0.096 -0.037
H -2.135 0.706 0.133 0.131 0.047 -0.050
H -2.687 -0.650 -0.838 0.076 -0.020 0.057
C 2.445 -0.553 0.392 -0.251 -0.467 -0.253
C 1.193 -0.639 1.262 -0.300 -0.005 -0.077
C 0.673 0.763 1.549 0.250 0.071 -0.104
N 0.119 -1.395 0.599 -0.440 -0.078 -0.184
H 3.246 0.065 0.794 0.138 0.092 0.153
H 2.842 -1.557 0.171 0.045 0.072 0.122
H 2.115 -0.156 -0.576 0.120 0.134 0.028
H 1.379 -1.173 2.206 0.267 0.127 -0.062
H -0.179 0.745 2.229 -0.210 -0.086 -0.022
H 1.450 1.388 2.003 0.089 -0.032 -0.004
H 0.387 1.198 0.583 -0.088 0.083 0.180
H 0.429 -2.343 0.406 0.153 0.069 -0.003
H -0.140 -0.960 -0.319 0.419 0.030 0.428
```
Positions in Å, forces in eV/Å.

Gap between HOMO and LUMO (spin up / spin down), eV: 2.38 / 6.89
Multiplicity: 2
Total charge: -2
E_HOMO (spin up / spin down), Ha: 0.1642 / -0.0041
Energy above the lowest of the compared OMol25 structures with the same formula, charge and spin, kJ/mol: 0.0

(8)
Here is a cluster of 2 separate species, C5H14NO in total at a distorted geometry from OMol25. Energies are from ωB97M-V with the def2-TZVPD basis set.

The geometry in XYZ format:
```
21
Properties=species:S:1:pos:R:3:forces:R:3
C 2.627 1.894 -1.597 0.189 -0.504 0.771
C 2.549 0.388 -1.353 -0.589 -0.381 0.357
C 1.881 -0.056 -0.024 -0.265 -0.597 -0.832
C 0.420 0.297 0.065 1.626 1.019 0.682
C -0.514 -0.493 0.553 -0.598 -0.363 -1.486
N -1.941 -0.060 0.467 -0.008 -0.173 -0.359
H 1.615 2.294 -1.652 0.097 0.215 -0.636
H 3.238 2.038 -2.483 -0.377 0.442 -0.237
H 3.094 2.451 -0.780 0.201 -0.238 0.052
H 3.512 -0.119 -1.345 0.215 0.332 -0.173
H 1.984 -0.055 -2.179 0.079 -0.053 -0.020
H 2.456 0.395 0.785 -0.230 -0.050 0.282
H 1.946 -1.146 0.017 0.308 0.043 0.328
H 0.312 1.351 -0.191 -0.892 -0.083 0.058
H -0.394 -1.561 0.623 0.022 -0.097 0.553
H -2.012 0.850 0.920 -0.412 -0.009 -0.129
H -2.661 -0.723 0.849 0.458 0.177 0.746
H -2.234 0.002 -0.514 0.289 0.459 0.110
H -4.282 -1.662 2.419 0.190 0.263 0.529
H -4.421 -2.193 1.039 0.458 0.108 -0.048
O -3.787 -1.711 1.599 -0.762 -0.511 -0.548
```
Positions in Å, forces in eV/Å.

Gap between HOMO and LUMO, eV: 10.91
Multiplicity: 1
Total charge: +1
E_HOMO, Ha: -0.5220
Energy above the lowest of the compared OMol25 structures with the same formula, charge and spin, kJ/mol: 131.8

(9)
Here is the ion C5H14NO with charge +1 at a distorted geometry from OMol25. Energies are from ωB97M-V with the def2-TZVPD basis set.

The geometry in XYZ format:
```
21
Properties=species:S:1:pos:R:3:forces:R:3
C 0.931 -1.470 0.486 0.794 -1.348 0.627
C -0.124 -0.900 -0.466 0.995 0.330 -0.108
C 0.446 -0.985 -1.913 0.521 0.230 1.233
C -0.526 0.529 -0.078 -2.011 -0.841 -0.381
N 0.626 1.465 -0.108 -0.019 0.450 -0.365
C -1.288 0.646 1.256 0.332 -0.891 0.391
O -1.037 1.934 1.782 -1.304 0.349 0.279
H 0.722 -1.617 1.553 -0.706 0.349 -0.268
H 1.938 -1.033 0.519 -0.259 0.621 -0.557
H 1.171 -2.485 0.155 -0.172 0.023 -0.037
H -1.015 -1.535 -0.457 -0.034 0.223 0.345
H -0.284 -0.954 -2.704 -0.342 -0.029 -0.166
H 1.182 -0.189 -2.078 -0.009 -0.125 -0.194
H 1.019 -1.909 -1.926 -0.123 -0.048 -0.527
H -1.217 0.856 -0.867 0.337 0.380 0.082
H 1.324 1.279 0.613 0.072 -0.111 -0.061
H 1.028 1.428 -1.041 0.517 -0.299 -0.023
H 0.321 2.434 -0.013 -0.276 0.011 0.540
H -0.994 -0.142 1.955 0.752 0.209 0.113
H -2.345 0.370 1.170 -0.018 0.664 -0.684
H -1.876 2.276 2.162 0.954 -0.145 -0.237
```
Positions in Å, forces in eV/Å.

Gap between HOMO and LUMO, eV: 11.51
Multiplicity: 1
Total charge: +1
E_HOMO, Ha: -0.5453
SMILES: CC(C)[C@H]([NH3+])CO
Energy above the lowest of the compared OMol25 structures with the same formula, charge and spin, kJ/mol: 104.0

(10)
Here is a structure of composition C5H14NO at a distorted geometry from OMol25. Energies are from ωB97M-V with the def2-TZVPD basis set.

The geometry in XYZ format:
```
21
Properties=species:S:1:pos:R:3:forces:R:3
C 0.112 -1.734 -0.945 3.403 -0.413 -4.543
O 1.008 -1.036 -1.859 -1.586 0.122 1.779
C -0.753 -0.850 -0.024 -3.210 0.606 3.297
C 0.179 -0.253 1.141 1.703 2.784 0.661
C 1.224 0.710 0.476 -1.822 -2.152 -2.119
C -0.746 0.481 2.190 -0.006 -0.377 -0.440
N -1.498 0.149 -0.616 2.016 -1.211 0.046
H 0.811 -2.433 -0.490 -0.659 0.132 1.000
H -0.493 -2.246 -1.696 -0.999 -0.251 0.953
H 0.429 -0.382 -2.280 0.540 0.072 -0.562
H -1.378 -1.592 0.571 0.111 0.192 -1.395
H 0.740 -1.021 1.672 -0.397 -0.672 -0.482
H 1.851 1.323 1.082 -0.154 0.723 0.601
H 1.896 0.074 -0.134 -0.030 0.287 0.558
H 0.591 1.184 -0.326 1.039 0.766 1.019
H -1.429 -0.180 2.717 0.094 -0.481 0.027
H -1.408 1.178 1.690 0.121 0.451 -0.306
H -0.183 1.012 2.971 0.147 -0.274 -0.513
H -2.456 -0.108 -0.867 -0.313 -0.295 0.418
H 0.707 3.232 -2.810 0.227 -2.085 0.965
H 0.795 2.492 -2.464 -0.225 2.076 -0.966
```
Positions in Å, forces in eV/Å.

Gap between HOMO and LUMO, eV: 6.35
Multiplicity: 1
Total charge: +1
E_HOMO, Ha: -0.5686
Energy above the lowest of the compared OMol25 structures with the same formula, charge and spin, kJ/mol: 764.6